No. 1
Density functional theory data (ωB97M-V/def2-TZVPD) for a cluster of 2 separate species, C4H8O4 in total at a distorted geometry.

CARTESIAN COORDINATES (ANGSTROEM)
O 2.89 0.35 0.34
C 1.98 0.07 -0.39
C 0.72 0.92 -0.39
C -0.61 0.28 -0.76
C -0.69 -1.13 -0.30
O -1.05 -2.10 -0.93
O -0.29 -1.28 0.99
H 1.86 -0.72 -1.14
H 0.55 1.63 0.46
H 0.86 1.70 -1.16
H -0.55 0.06 -1.85
H -1.55 0.82 -0.54
H -0.05 -2.21 1.03
O -2.16 2.22 1.01
H -1.56 1.83 1.64
H -3.02 2.24 1.47

Values from the calculation:
Net charge: 0
LUMO level in eV: 0.48
SMILES: O=CCCC(=O)O.O
E_tot in a.u.: -458.15761



No. 2
Density functional theory data (ωB97M-V/def2-TZVPD) for a cluster of 2 separate species, C4H8O4 in total at a distorted geometry.

CARTESIAN COORDINATES (ANGSTROEM)
O -1.00 -0.92 0.49
C -1.64 0.08 0.28
C -2.19 0.23 -1.06
C -0.88 0.19 -2.06
C 0.38 0.62 -1.27
O 0.40 1.54 -0.50
O 1.45 -0.05 -1.68
H -1.70 0.97 0.93
H -3.15 -0.29 -1.16
H -2.50 1.35 -1.22
H -0.99 0.84 -2.87
H -0.63 -0.87 -2.34
H 2.30 0.33 -1.50
O 3.27 -1.08 4.82
H 3.64 -1.00 3.93
H 3.25 -1.94 5.22

Values from the calculation:
Net charge: 0
LUMO level in eV: 0.60
SMILES: O=CCCC(=O)O.O
E_tot in a.u.: -458.13385



No. 3
Density functional theory data (ωB97M-V/def2-TZVPD) for a structure of composition C4H8O4P at a distorted geometry.

CARTESIAN COORDINATES (ANGSTROEM)
C 0.34 1.36 0.72
C -0.64 0.50 0.70
C 0.97 1.82 -0.53
C -1.10 -1.93 -0.44
O -3.24 0.05 -0.05
O -1.32 0.22 -1.87
O -1.22 -0.25 2.32
O -0.97 -2.70 0.70
P -1.81 -0.23 -0.51
H 0.82 1.65 1.78
H 0.42 1.54 -1.34
H 1.11 2.97 -0.39
H 1.97 1.41 -0.61
H -1.81 -2.50 -1.08
H -0.12 -1.85 -0.88
H -1.97 0.34 2.19
H -1.07 -2.17 1.52

Values from the calculation:
Net charge: -1
LUMO level in eV: 3.73
E_tot in a.u.: -799.55433



No. 4
Density functional theory data (ωB97M-V/def2-TZVPD) for a cluster of 2 separate species, C4H8O5 in total at a distorted geometry.

CARTESIAN COORDINATES (ANGSTROEM)
C -1.55 0.29 1.26
C -1.03 0.98 0.02
C -1.52 0.30 -1.23
C 0.49 0.95 0.03
O 1.23 1.89 -0.04
O 0.80 -0.39 0.13
O 2.25 -0.61 -0.03
H -1.21 0.80 2.16
H -2.64 0.23 1.32
H -1.15 -0.73 1.25
H -1.40 2.00 0.02
H -1.14 0.80 -2.13
H -1.12 -0.72 -1.21
H -2.61 0.25 -1.33
H 2.25 -1.57 0.15
O 4.61 -2.41 0.23
O 3.73 -2.06 -0.60

Values from the calculation:
Net charge: 0
LUMO level (alpha / beta) in eV: -2.04 / -2.10
SMILES: CC(C)C(=O)OO.O=O
E_tot in a.u.: -533.15206



No. 5
Density functional theory data (ωB97M-V/def2-TZVPD) for the molecule C4H8OS at a distorted geometry.

CARTESIAN COORDINATES (ANGSTROEM)
O 1.51 -1.20 0.43
C 1.08 -0.47 -0.70
C 0.26 0.80 -0.37
C -0.67 0.60 0.76
C -1.48 -0.56 0.34
S -2.96 -0.51 -0.18
H 1.82 -0.55 1.02
H 0.31 -1.03 -1.29
H 1.90 -0.21 -1.40
H 1.02 1.57 -0.17
H -0.19 1.22 -1.29
H -0.23 0.55 1.76
H -1.45 1.33 0.79
H -0.91 -1.55 0.31

Values from the calculation:
Net charge: 0
LUMO level in eV: 0.04
SMILES: OCCCC=S
E_tot in a.u.: -630.57480



No. 6
Density functional theory data (ωB97M-V/def2-TZVPD) for the molecule C4H8OS at a distorted geometry.

CARTESIAN COORDINATES (ANGSTROEM)
C 2.36 -0.50 1.11
C 0.84 -0.69 0.71
S 0.15 0.82 -0.03
C -1.32 0.16 -0.81
C -2.26 1.14 -1.28
O -1.49 -0.99 -0.76
H 2.55 0.46 1.55
H 2.99 -0.72 0.23
H 2.67 -1.27 1.87
H 0.75 -1.47 -0.02
H 0.28 -0.96 1.61
H -2.62 0.81 -2.24
H -3.12 1.14 -0.61
H -1.78 2.10 -1.34

Values from the calculation:
Net charge: 0
LUMO level in eV: 0.92
SMILES: CCSC(C)=O
E_tot in a.u.: -630.62887



No. 7
Density functional theory data (ωB97M-V/def2-TZVPD) for the molecule C4H8OS at a distorted geometry.

CARTESIAN COORDINATES (ANGSTROEM)
C 1.73 0.70 -0.18
C 1.01 -0.56 0.35
O 0.38 -1.37 -0.59
C -0.41 -0.70 0.38
C -1.27 0.43 -0.07
S -3.03 -0.08 -0.03
H 2.64 0.37 -0.73
H 2.08 1.34 0.61
H 1.04 1.29 -0.82
H 1.47 -1.06 1.21
H -0.87 -1.36 1.13
H -0.96 0.83 -1.01
H -1.11 1.24 0.67
H -2.72 -1.08 -0.91

Values from the calculation:
Net charge: 0
LUMO level in eV: 0.97
SMILES: C[C@@H]1O[C@@H]1CS
E_tot in a.u.: -630.58131



No. 8
Density functional theory data (ωB97M-V/def2-TZVPD) for a cluster of 2 separate species, C4H8OS in total at a distorted geometry.

CARTESIAN COORDINATES (ANGSTROEM)
C 1.33 -0.31 2.13
C -0.19 -0.62 -1.58
C -1.46 1.32 -0.62
C -1.11 -0.12 -0.79
O -1.34 2.13 -1.76
S 2.92 -0.83 2.39
H 1.21 0.77 2.36
H 2.71 -2.13 2.55
H 0.47 -0.09 -2.36
H -0.03 -1.72 -1.80
H -2.54 1.24 -0.50
H -0.96 1.64 0.24
H -1.69 -0.73 -0.18
H -1.12 3.01 -1.43

Values from the calculation:
Net charge: 0
LUMO level in eV: -0.38
E_tot in a.u.: -630.44997



Across the entries above, ΔE to the lowest compared entry with this formula, charge and spin takes the values 47.4; 62.3; 47.7; 184.2; 37.7; 3.8; 33.6; 116.1 kcal per mole, respectively.